[1]
Entry from the OMol25 dataset: the molecule C3H4 in a non-equilibrium geometry (ωB97M-V with the def2-TZVPD basis set).

Its electronic energy is -116.5672 hartree. The charge is 0. As for the SMILES: C1=CC1. Its highest occupied orbital energy is -0.3282 Eh.

Element x y z (Å)
C  0.73574  0.65546  -0.04636
C  0.70319  -0.65243  -0.01179
C  -0.57792  -0.01992  -0.07409
H  1.26588  1.66244  0.20598
H  1.22684  -1.67269  -0.21918
H  -1.34098  0.20046  0.89909
H  -1.21196  -0.15198  -1.04998

From a Löwdin analysis of the wavefunction, the atomic charges in e read: C -0.0870; C -0.1290; C -0.2744; H 0.1320; H 0.1329; H 0.1286; H 0.0969

---

[2]
Entry from the OMol25 dataset: the molecule C6H12O (ωB97M-V with the def2-TZVPD basis set).

Its electronic energy is -311.0453 hartree. The charge is 0. As for the SMILES: C[C@H]1CO[C@@H](C)C1. Its highest occupied orbital energy is -0.3466 Eh.

Element x y z (Å)
C  -2.40183  0.43028  0.22957
C  -1.05492  -0.26503  0.37670
C  -0.64661  -1.08031  -0.85451
O  0.77020  -1.15778  -0.84768
C  1.30677  -0.30077  0.16430
C  2.58564  0.34898  -0.34777
C  0.16420  0.64761  0.52064
H  -3.18630  -0.28913  -0.03461
H  -2.36313  1.19041  -0.56082
H  -2.70449  0.92374  1.15956
H  -1.08558  -0.94014  1.24337
H  -1.07452  -2.09063  -0.84600
H  -0.97950  -0.57987  -1.77788
H  1.54272  -0.91754  1.04701
H  3.06300  -0.31799  -1.07092
H  3.29086  0.52937  0.46997
H  2.38388  1.30447  -0.84412
H  0.10626  1.46199  -0.21630
H  0.28064  1.09260  1.51376

From a Löwdin analysis of the wavefunction, the atomic charges in e read: C -0.0718; C -0.3610; C -0.1768; O -0.1071; C -0.3927; C -0.0368; C -0.1167; H 0.0791; H 0.0809; H 0.0776; H 0.1435; H 0.1255; H 0.1259; H 0.1433; H 0.0809; H 0.0776; H 0.0769; H 0.1251; H 0.1268

---

[3]
Entry from the OMol25 dataset: a structure of composition C4H13N3O2 in a non-equilibrium geometry (ωB97M-V with the def2-TZVPD basis set).

Its electronic energy is -474.8749 hartree. The charge is 0. Its highest occupied orbital energy is -0.2635 Eh.

Element x y z (Å)
C  -0.02395  1.81360  -1.59919
C  2.08869  0.40496  -0.87191
C  2.02627  0.82587  0.57890
O  -0.93167  1.56328  -0.66039
O  0.35441  3.07992  -1.57597
H  -1.26342  0.60593  -0.71325
H  0.12819  3.49511  -0.71988
H  1.08753  0.92369  -1.64334
H  1.91895  -0.66243  -1.00349
H  3.02742  0.69731  -1.33764
H  2.73786  0.29210  1.21558
H  1.01711  0.65331  0.97094
H  2.20161  1.89944  0.67441
C  -1.60072  -1.55511  0.55340
N  -1.24134  -0.84654  1.67238
N  -1.76609  -2.90685  0.76324
N  -1.76474  -0.94443  -0.56194
H  -1.95878  -3.21453  1.70295
H  -2.25344  -3.42317  0.04971
H  -0.61729  -1.31076  2.31367
H  -0.97315  0.10841  1.48371
H  -2.19347  -1.49911  -1.29187

From a Löwdin analysis of the wavefunction, the atomic charges in e read: C -0.3090; C -0.1969; C -0.1901; O -0.0171; O 0.0394; H 0.0221; H 0.1142; H 0.0595; H 0.0492; H 0.0522; H 0.0621; H 0.0246; H 0.0622; C -0.5814; N 0.1353; N 0.1305; N 0.1062; H 0.0948; H 0.0962; H 0.1005; H 0.0735; H 0.0720

---

[4]
Entry from the OMol25 dataset: a cluster of 2 separate species, C4H9O3 in total in a non-equilibrium geometry (ωB97M-V with the def2-TZVPD basis set).

Its electronic energy is -383.4363 hartree. The charge is 0. Its highest occupied orbital energy (alpha / beta) is -0.3616 / -0.3615 Eh. Its spin multiplicity is 2.

Element x y z (Å)
C  0.14686  -0.58047  -2.69044
C  -0.50361  -0.87499  -1.32689
O  0.02069  -1.60035  -0.52220
O  -1.67505  -0.33483  -1.32098
H  0.31222  -1.52574  -3.16358
H  1.12792  -0.13673  -2.51610
H  -0.42043  0.11170  -3.30291
C  0.64713  1.04444  1.26763
C  0.11787  1.99053  2.31271
O  0.97227  -0.19829  1.91983
H  -0.12476  0.83975  0.51885
H  1.54194  1.27169  0.69107
H  0.84243  2.50067  2.94016
H  0.72806  -0.99023  1.42317
H  -0.40980  1.33899  3.02569
H  -0.74530  2.55542  1.95559

From a Löwdin analysis of the wavefunction, the atomic charges in e read: C 0.0408; C -0.6333; O 0.0944; O 0.2530; H 0.0881; H 0.0992; H 0.0832; C -0.3067; C -0.0817; O -0.1042; H 0.0809; H 0.1085; H 0.0727; H 0.0532; H 0.0802; H 0.0717

---

[5]
Entry from the OMol25 dataset: the ion C6H14N3 with charge +1 in a non-equilibrium geometry (ωB97M-V with the def2-TZVPD basis set).

Its electronic energy is -400.8840 hartree. The charge is +1. Its highest occupied orbital energy is -0.4723 Eh.

Element x y z (Å)
C  1.95707  -0.80982  -0.22350
C  2.47182  0.45037  0.30782
C  1.74520  1.59326  -0.36419
C  -2.27289  0.07335  -0.68274
C  -0.96938  -1.30723  0.92368
C  -0.98619  -0.83236  -0.56142
N  2.24709  -1.97610  -0.28645
N  0.14469  -0.09196  -0.96256
N  0.31140  1.22658  -0.26305
H  2.32190  0.12685  1.39083
H  3.52687  0.41146  0.30016
H  1.76500  2.61463  0.06995
H  2.07603  1.63154  -1.49264
H  -2.67275  0.06775  -1.73021
H  -2.89001  -0.36880  0.05244
H  -2.17542  1.08673  -0.25854
H  -1.64880  -2.11303  1.04662
H  -1.08163  -0.50253  1.67308
H  -0.11482  -1.87449  1.14784
H  -1.09848  -1.68935  -1.25246
H  1.57509  -2.72388  -0.77832
H  0.08381  1.05701  0.77190
H  -0.37895  1.79517  -0.76907

From a Löwdin analysis of the wavefunction, the atomic charges in e read: C -0.1869; C -0.1242; C -0.1037; C -0.0385; C -0.0619; C -0.4399; N 0.1974; N -0.0121; N 0.0018; H 0.1714; H 0.1256; H 0.1455; H 0.1853; H 0.1064; H 0.0564; H 0.0726; H 0.0785; H 0.0944; H 0.0389; H 0.1525; H 0.1812; H 0.1891; H 0.1702

---

[6]
Entry from the OMol25 dataset: a structure of composition C20H42OOsP2Si in a non-equilibrium geometry (ωB97M-V with the def2-TZVPD basis set).

Its electronic energy is -1925.2192 hartree. The charge is 0. Its highest occupied orbital energy (alpha / beta) is -0.1754 / -0.3041 Eh. Its spin multiplicity is 5.

Element x y z (Å)
Os  0.07898  -0.60826  -0.21569
Si  1.18780  0.16486  -2.19785
P  -1.16361  -1.85552  -1.75257
P  1.74228  0.74335  0.73301
H  0.51754  -3.11236  -0.43960
C  -2.28829  -2.92619  -0.79510
H  -2.93900  -3.50901  -1.45939
H  -2.92018  -2.30556  -0.14937
H  -1.72272  -3.61947  -0.16284
C  -0.33004  -3.00826  -2.91768
H  -1.07636  -3.58544  -3.48085
H  0.31068  -3.71822  -2.38388
H  0.28895  -2.46072  -3.63607
C  -2.31688  -0.99694  -2.89596
H  -2.83387  -1.71311  -3.54717
H  -1.77432  -0.29218  -3.53218
H  -3.06916  -0.44141  -2.32727
C  1.57345  0.62080  2.55035
H  2.57709  0.75302  2.97450
H  1.19556  -0.37066  2.83428
H  0.90992  1.40621  2.93074
C  3.47638  0.21904  0.46428
H  4.07032  0.69350  1.25724
H  3.83325  0.55008  -0.51868
H  3.55706  -0.87376  0.54408
C  1.82397  2.55434  0.52437
H  2.75480  2.90965  0.99175
H  0.95401  3.00907  1.01472
H  1.80856  2.81932  -0.53783
C  2.59936  -0.94371  -2.82311
H  2.30378  -1.99544  -2.92540
H  3.48403  -0.88096  -2.17657
H  2.87732  -0.56613  -3.81942
H  0.24459  0.32177  -3.34214
H  1.75817  1.53386  -2.11440
C  1.20052  -3.17045  0.47123
O  1.21353  -1.84579  0.90680
C  0.60274  -4.05312  1.55813
H  1.12939  -5.00896  1.58776
H  -0.45380  -4.25515  1.37026
H  0.69763  -3.56260  2.53033
C  2.61649  -3.62207  0.09684
H  3.30090  -3.36410  0.91929
H  2.98180  -3.16337  -0.83361
H  2.64052  -4.71355  -0.03779
C  -3.62309  1.49828  0.72011
C  -2.11762  1.34908  1.03192
C  -1.96166  0.58666  2.34495
C  -1.37728  0.62179  -0.10213
C  -1.53288  2.76834  1.08513
C  -1.21494  3.41185  2.29179
C  -0.70592  4.71961  2.27902
C  -0.53994  5.39875  1.06974
C  -0.92143  4.78225  -0.13260
C  -1.42076  3.48383  -0.10754
H  -4.11993  0.52163  0.65934
H  -3.78410  2.02813  -0.22538
H  -4.11739  2.08037  1.51122
H  -2.43330  -0.40247  2.27435
H  -0.89960  0.43424  2.57449
H  -2.43160  1.13643  3.17109
H  -1.73488  0.99035  -1.08150
H  -1.36055  2.90560  3.24455
H  -0.44554  5.19628  3.22838
H  -0.14272  6.41421  1.05752
H  -0.82425  5.30559  -1.08321
H  -1.71379  3.01282  -1.04876

From a Löwdin analysis of the wavefunction, the atomic charges in e read: Os 0.9800; Si 0.3808; P 0.6183; P 0.6636; H 0.0503; C -0.2401; H 0.0522; H 0.0445; H 0.0218; C -0.2503; H 0.0512; H 0.0413; H 0.0331; C -0.2542; H 0.0514; H 0.0179; H 0.0414; C -0.2397; H 0.0484; H 0.0382; H 0.0360; C -0.2393; H 0.0469; H 0.0376; H 0.0358; C -0.2364; H 0.0603; H 0.0129; H 0.0173; C -0.3097; H -0.0062; H 0.0013; H 0.0176; H -0.0795; H -0.0756; C -0.5885; O -0.4984; C -0.0433; H 0.0705; H 0.0547; H 0.0855; C -0.0513; H 0.0874; H 0.0620; H 0.0756; C -0.0502; C -0.5831; C -0.0784; C -0.3958; C -0.2085; C -0.0505; C -0.0910; C -0.1007; C -0.0791; C -0.0599; H 0.0776; H 0.0773; H 0.0877; H 0.0836; H 0.0383; H 0.0791; H 0.0153; H 0.1017; H 0.1024; H 0.0981; H 0.1034; H 0.1096

---

[7]
Entry from the OMol25 dataset: a cluster of 2 separate species, C6H17NO in total in a non-equilibrium geometry (ωB97M-V with the def2-TZVPD basis set).

Its electronic energy is -368.7558 hartree. The charge is 0. As for the SMILES: CCCNCCC.O. Its highest occupied orbital energy is -0.3136 Eh.

Element x y z (Å)
C  -1.75498  -2.12447  -0.69793
C  -0.25063  -1.99025  -0.95850
C  0.38070  -0.79886  -0.26085
N  0.34841  -0.91853  1.21240
C  1.08761  0.13729  1.87534
C  0.55544  1.59829  1.72250
C  1.00330  2.44512  0.48186
H  -2.02216  -3.16923  -0.82787
H  -2.14271  -2.00741  0.32384
H  -2.37171  -1.41687  -1.26675
H  0.15097  -2.94029  -0.59270
H  0.08274  -1.99370  -2.00075
H  1.44845  -0.77849  -0.49387
H  -0.08921  0.13642  -0.55962
H  -0.60461  -0.93090  1.55050
H  1.07977  0.04465  2.96230
H  2.11484  0.11074  1.48222
H  0.88645  2.24525  2.53903
H  -0.52924  1.47419  1.82591
H  2.08410  2.51317  0.58668
H  0.66733  3.44122  0.81710
H  0.52005  2.23358  -0.46136
O  -0.92171  1.28091  -2.86151
H  -0.64746  1.06448  -3.77711
H  -1.07576  0.34369  -2.62085

From a Löwdin analysis of the wavefunction, the atomic charges in e read: C -0.1119; C -0.2495; C -0.2464; N -0.0761; C -0.2580; C -0.2441; C -0.1003; H 0.0650; H 0.0676; H 0.0680; H 0.1039; H 0.1039; H 0.1212; H 0.0832; H 0.0894; H 0.1038; H 0.1104; H 0.0912; H 0.1009; H 0.0693; H 0.0653; H 0.0447; O -0.0733; H 0.0519; H 0.0198

---

[8]
Entry from the OMol25 dataset: a structure of composition C4H4S in a non-equilibrium geometry (ωB97M-V with the def2-TZVPD basis set).

Its electronic energy is -552.7495 hartree. The charge is 0. Its highest occupied orbital energy (alpha / beta) is -0.2869 / -0.2868 Eh.

Element x y z (Å)
C  2.08812  -1.25368  -0.14633
C  0.67496  -0.00498  0.13723
C  -1.70490  0.21301  -0.44401
C  -0.54011  0.63014  0.03260
S  2.27552  0.48033  0.35857
H  2.11930  -1.78186  0.88469
H  -2.49621  0.83178  -0.56662
H  -1.75471  -0.88568  -0.63581
H  -0.66198  1.77094  0.37968

From a Löwdin analysis of the wavefunction, the atomic charges in e read: C -0.3599; C -0.4920; C 0.0784; C -0.2796; S 0.8193; H -0.0501; H 0.0341; H 0.1027; H 0.1471